No. 1
C9H7N | wB97M-V/def2-TZVPD

Element x y z (Å)
C 0.0143 -3.1908 1.1132
C 0.0067 -2.0640 0.6463
C 0.0001 -0.6493 0.5993
C -1.1182 0.0858 0.3337
C -1.0124 1.4669 0.3303
C 0.1444 2.0838 0.6638
C 1.2285 1.2469 1.1458
N 1.1835 -0.0816 1.0685
H 0.0539 -4.1061 1.6277
H -2.0919 -0.3707 0.0272
H -1.9027 1.9269 0.1474
H 0.3700 3.1376 0.7024
H 2.1360 1.6895 1.7462
C 1.1401 -0.7601 -1.9676
C 0.1072 -1.2454 -1.7222
H 2.0899 -0.3865 -1.8553
H -0.9734 -1.4911 -1.7035

Cartesian forces, eV/Å:
C -0.012 2.331 -1.036
C -0.135 -2.801 1.956
C 1.725 1.107 1.649
C -0.959 -0.213 -0.367
C 0.796 -1.298 0.408
C 2.850 -0.562 1.370
C -0.106 0.216 0.330
N -1.263 0.503 -0.167
H -0.020 -0.637 -0.044
H 1.085 0.256 0.491
H -2.008 1.904 -0.741
H -0.631 0.237 -0.120
H -1.730 -0.768 -1.635
C 2.284 0.690 -0.516
C -5.156 -1.583 -1.322
H 1.568 0.657 -0.218
H 1.710 -0.039 -0.037

## Properties
SMILES: C#Cc1ccccn1.C#C
E_LUMO: 0.01479 Ha
DFT total energy: -401.6910 Ha
spin multiplicity: 1
HOMO: -8.8 eV
HOMO-LUMO gap: 9.22 eV



No. 2
C9H7N2O5W | wB97M-V/def2-TZVPD

Element x y z (Å)
O -0.6442 -4.4775 -0.5554
C -0.6602 -3.3261 -0.5385
W 0.2628 -0.1685 -0.0667
O 1.8096 -2.9261 0.2255
C 1.2059 -1.9160 0.1445
C 1.4787 1.3889 0.0659
O 2.2217 2.2696 0.1235
C -1.8262 0.3728 0.0985
O -2.6989 1.1826 0.3496
C 0.1876 -0.1468 -2.1195
O 0.1494 -0.1393 -3.2724
H -2.2053 -0.5857 -0.3865
C 0.8765 -1.3089 5.4039
N 0.3917 -0.5879 4.2273
C -0.2706 0.6270 4.1781
C -0.4383 0.9663 2.8639
N 0.1104 -0.0841 2.1016
C 0.6208 -0.9887 2.9500
H 1.5837 -0.7235 6.0137
H 0.0637 -1.6102 6.0773
H 1.3823 -2.2167 5.0625
H -0.5117 1.1643 5.0751
H -0.9496 1.8197 2.4304
H 1.1686 -1.8969 2.7629

Cartesian forces, eV/Å:
O -0.184 4.494 0.010
C -0.669 -4.559 -0.291
W -3.606 1.343 2.483
O -2.723 5.825 -0.247
C 4.441 -7.444 0.798
C 5.615 5.131 0.223
O -3.099 -3.272 -0.154
C -5.294 1.397 0.689
O 4.773 -2.455 -0.615
C 0.178 -0.018 -6.949
O 0.071 -0.008 4.601
H 0.307 -0.360 -0.124
C 0.302 -0.631 1.060
N 0.550 -0.527 -1.972
C 0.285 0.014 -0.321
C 0.137 -1.096 -0.126
N -0.502 1.443 -1.684
C -0.139 0.323 3.499
H -0.245 0.097 -0.560
H -0.065 0.199 -0.428
H -0.086 0.203 0.057
H -0.184 0.142 0.217
H 0.174 -0.178 0.113
H -0.037 -0.064 -0.280

## Properties
E_LUMO (spin up / spin down): -0.59338 / -0.59460 Ha
total charge: +3
<S²>: 2.05
DFT total energy: -898.5667 Ha
spin multiplicity: 3
HOMO (spin up / spin down): -21.3 / -20.8 eV
HOMO-LUMO gap (spin up / spin down): 5.18 / 4.65 eV



No. 3
C9H7N2S | wB97M-V/def2-TZVPD

Element x y z (Å)
C 0.3418 -0.6254 1.8104
C 0.5923 -1.4826 0.7438
C -0.4545 1.0256 0.2760
C 0.4236 -1.6157 -2.9266
C -0.2176 0.6490 1.5474
C -0.1710 0.2449 -0.8693
C 0.4389 -1.0647 -0.6202
C -0.2380 0.2247 -3.2259
C -0.5054 1.4491 2.7801
N -0.4624 0.6578 -2.1084
N 0.6206 -1.7860 -1.7516
S -0.3693 0.4872 -4.7618
H 0.7517 -0.9204 2.8070
H 1.1454 -2.4009 0.9719
H -0.7047 1.9798 0.0022
H 0.4496 -2.1283 -3.8306
H 0.0383 1.2242 3.6853
H -1.5814 1.6653 3.0297
H -0.0977 2.4164 2.4405

Cartesian forces, eV/Å:
C 0.719 -0.747 -1.164
C 1.317 0.184 -0.420
C 0.602 -1.197 -2.098
C 0.859 -1.404 3.153
C 0.110 -2.401 2.953
C 0.767 -1.397 2.364
C -1.282 1.198 1.594
C -1.111 1.827 -1.008
C -0.480 2.663 -1.081
N 0.477 -0.533 1.462
N -0.629 0.987 -1.854
S 0.465 -0.691 -1.177
H -0.937 0.340 -0.886
H -0.490 0.134 -0.400
H -1.134 2.395 -0.096
H 0.017 -0.387 -1.526
H 0.091 -0.691 -0.034
H 0.959 -0.601 -0.491
H -0.319 0.321 0.709

## Properties
E_LUMO: -0.25723 Ha
total charge: +1
DFT total energy: -854.4598 Ha
spin multiplicity: 1
HOMO: -12.8 eV
HOMO-LUMO gap: 5.83 eV